1.
C2H7Br2N2 | ωB97M-V/def2-TZVPD

Geometry (Å):
C -1.01992 0.15849 0.03613
C 0.16428 1.00017 -0.26444
N -0.56077 -1.28389 0.08649
N 1.44183 -0.03660 0.26979
Br 0.24154 2.62460 0.80846
Br 0.53038 1.38298 -2.18383
H -1.85158 0.14416 -0.71481
H -1.43793 0.39544 0.99017
H -0.64199 -1.65407 -0.83890
H -1.23450 -1.76981 0.65441
H 1.83121 0.29169 1.14661
H 0.36087 -1.07972 0.48393
H 2.17656 -0.17345 -0.47402

Calculated values
**SMILES string**: NC(Br)(Br)C[NH3+]
**Frontier orbital gap**: 10.77 eV
**Charge**: +1

Atomic partial charges in e from the Löwdin method, atoms 1 to 5: number 1, C, carries -0.25; number 2, C, carries -1.14; number 3, N, carries 0.17; number 4, N, carries -0.03; number 5, Br, carries 0.76



2.
C34H40NO6PPdSi2Te | ωB97M-V/def2-TZVPD

Geometry (Å):
Pd -0.68438 1.46448 -0.16706
O -2.87148 5.28608 0.69914
C -2.32588 4.18668 0.24734
O -2.00858 3.24158 0.95394
C -2.11028 4.15848 -1.22596
C -2.64128 5.07798 -2.12396
C -2.36028 4.91578 -3.47546
C -1.56638 3.85288 -3.88236
C -1.08108 2.97828 -2.91246
N -1.35748 3.13348 -1.62606
C -0.23878 1.74488 -3.24156
O 0.20422 1.54048 -4.34716
O -0.11008 0.95498 -2.24216
H -3.00838 5.27058 1.66244
H -3.26148 5.88128 -1.76156
H -2.76398 5.60838 -4.19856
H -1.31298 3.68048 -4.91726
O 2.04972 -1.87212 -0.21696
C 1.76762 -0.85882 0.44774
O 1.34902 0.21328 -0.06026
C 1.90662 -0.92412 1.93654
C 2.81042 -1.81882 2.49954
C 2.94542 -1.89062 3.87394
C 2.14362 -1.10072 4.68474
C 1.21782 -0.23222 4.13224
C 1.11692 -0.10952 2.74814
P -0.05618 1.12098 2.08074
C 0.75672 2.73058 2.35124
C 1.24472 3.39188 1.21624
C 1.88152 4.61268 1.34754
C 2.05212 5.17358 2.60494
C 1.57602 4.51798 3.73004
C 0.92072 3.30168 3.61044
C -1.54988 0.84478 3.07114
C -1.99768 -0.48152 3.00964
C -3.18408 -0.85262 3.60694
C -3.95528 0.10388 4.25244
C -3.53078 1.42378 4.29684
C -2.33658 1.80468 3.70364
H 3.39662 -2.44382 1.84464
H 3.66232 -2.56682 4.31404
H 2.23922 -1.16232 5.75734
H 0.57392 0.35308 4.77474
H 1.15802 2.93388 0.21724
H 2.25372 5.12088 0.47154
H 2.54232 6.12958 2.70204
H 1.72062 4.95498 4.70764
H 0.54502 2.80378 4.49394
H -1.39898 -1.22052 2.48764
H -3.51038 -1.88072 3.56774
H -4.88568 -0.18302 4.71894
H -4.13728 2.15918 4.80344
H -2.01468 2.83488 3.73814
C 3.83262 -5.24292 -3.52696
Si 3.16702 -3.94152 -2.22196
C 2.34192 -4.95092 -0.83726
C 4.65922 -2.86112 -1.75996
C 1.92322 -3.04622 -3.37686
Te 1.15172 -1.12492 -2.61056
C -0.75188 -1.51072 -3.50346
Si -2.11558 -2.02062 -2.23086
C -3.79328 -1.82482 -3.10236
C -2.18978 -0.86122 -0.70606
C -1.59838 -3.73862 -1.59296
H 4.54252 -5.86292 -2.99496
H 4.32962 -4.74662 -4.34986
H 3.02562 -5.85692 -3.90416
H 3.08292 -5.55132 -0.31556
H 1.59212 -5.63642 -1.22536
H 1.86742 -4.30832 -0.10306
H 5.30222 -3.36462 -1.04416
H 4.32052 -1.93172 -1.31126
H 5.26832 -2.61652 -2.62656
H 1.06322 -3.67052 -3.60776
H 2.39512 -2.79262 -4.32286
H -0.61398 -2.29032 -4.24656
H -1.02648 -0.59362 -4.01546
H -4.06968 -0.78012 -3.22306
H -4.58068 -2.29622 -2.52536
H -3.80258 -2.27962 -4.08676
H -2.55068 0.14098 -1.00946
H -1.19128 -0.81452 -0.23986
H -2.88448 -1.24062 0.03854
H -1.61668 -4.47892 -2.38796
H -2.26468 -4.09932 -0.81506
H -0.58958 -3.71412 -1.18196

Calculated values
**Frontier orbital gap (alpha / beta)**: 5.33 / 5.30 eV
**Charge**: +2

Atomic partial charges in e from the Löwdin method, atoms 1 to 5: number 1, Pd, carries 0.76; number 2, O, carries 0.19; number 3, C, carries -0.43; number 4, O, carries 0.05; number 5, C, carries -0.16



3.
C25H30BCl5N9O2PbS2Se | ωB97M-V/def2-TZVPD

Geometry (Å):
Pb -0.18653 -0.75963 -1.31222
C 0.60543 3.09703 -3.04661
N -0.29889 3.56856 -2.02953
C -0.24564 4.80480 -1.43717
C -1.32644 4.90365 -0.62380
N -2.03598 3.74423 -0.70045
B -3.45030 3.54363 -0.05821
N -3.44088 2.31735 0.89234
C -4.48774 1.47446 1.05303
C -4.22562 0.65096 2.11034
N -3.01191 1.01187 2.60574
C -2.34020 0.37651 3.71446
C -2.53994 2.03949 1.84502
S -1.10133 2.86896 2.13257
C -1.39548 2.92038 -1.56249
S -1.92753 1.37103 -2.10316
H 1.25138 3.91599 -3.35537
H 0.04098 2.74274 -3.90790
H 1.21057 2.26875 -2.67673
H 0.51995 5.51994 -1.67145
H -1.64456 5.71380 0.00365
H -3.68933 4.49667 0.62162
H -4.23175 3.34151 -0.93381
H -5.34249 1.50792 0.40481
H -4.81299 -0.14034 2.53641
H -3.03128 0.28152 4.55001
H -1.48277 0.97712 4.00769
H -1.99845 -0.61902 3.42368
Cl 1.15535 -4.21735 -1.51351
C 1.20127 -3.39789 -3.03732
C 0.82580 -2.06114 -3.13752
C 0.93476 -1.49333 -4.39884
Cl 0.52384 0.16568 -4.60925
C 1.34973 -2.20102 -5.52564
Cl 1.43583 -1.44516 -7.06645
C 1.68519 -3.54557 -5.39257
Cl 2.16781 -4.44874 -6.76651
C 1.62056 -4.14602 -4.13807
Cl 2.05911 -5.79683 -3.96970
N 2.01429 -1.50966 -0.12112
C 1.77628 -1.58413 1.30789
C 2.93211 -2.15930 2.15504
C 4.37006 -1.70527 1.82934
C 4.85446 -0.46207 2.58969
N 4.06364 0.73224 2.32997
C 4.06714 1.43435 1.21436
N 5.02832 1.26915 0.28769
N 3.10745 2.33480 0.99991
C 1.24935 -0.23137 1.79005
O 1.47560 0.13234 2.94920
O 0.59102 0.41863 0.92012
H 2.15948 -2.43935 -0.50523
H 2.82389 -0.93505 -0.32966
H 0.91667 -2.25141 1.45371
H 2.89261 -3.24283 2.03219
H 2.70827 -1.93642 3.19913
H 4.49213 -1.54723 0.75510
H 5.04453 -2.51607 2.10757
H 5.90628 -0.27019 2.36184
H 4.77609 -0.64663 3.65990
H 3.20661 0.78481 2.89083
H 5.85854 0.75148 0.52130
H 5.11455 1.93093 -0.46448
H 2.27577 2.34315 1.57369
H 3.08427 2.87411 0.15271
Se -1.41312 -2.93328 -0.13736
C -3.21418 -2.55902 0.39336
C -3.71709 -3.15596 1.54580
C -5.05388 -2.96028 1.85713
N -5.87635 -2.23894 1.10528
C -5.39338 -1.67918 0.00493
C -4.06878 -1.79327 -0.39021
H -3.08261 -3.76762 2.17140
H -5.49155 -3.40247 2.74408
H -6.10311 -1.11826 -0.59064
H -3.71490 -1.31329 -1.29157

Calculated values
**Frontier orbital gap (alpha / beta)**: 4.90 / 5.55 eV
**Charge**: +1

Atomic partial charges in e from the Löwdin method, atoms 1 to 5: number 1, Pb, carries 1.05; number 2, C, carries -0.06; number 3, N, carries -0.12; number 4, C, carries -0.04; number 5, C, carries -0.08



For each record above, in turn, the calculated electronic energy values are -145244.663 -85485.520 -199467.473 eV.
For each record above, in turn, the calculated energy above the lowest of the compared OMol25 structures with the same formula, charge and spin values are 46.5 365.0 143.0 kJ/mol.